The following is a quantum chemistry calculation of 2 unconnected molecules or ions with the total composition C13H11Cl2N3O3 in a non-equilibrium geometry, from the Open Molecules 2025 dataset.

Summary:
HOMO-LUMO gap (eV): 4.919
HOMO energy (eV): -8.2
Molecular weight (g mol⁻¹): 328.155

Positions of all 32 atoms, in Å:
N1 -1.87609 -2.70808 2.11783
C1 -0.87072 -2.10627 2.08262
C2 0.35273 -1.38089 2.11089
C3 0.36095 -0.03653 1.83423
C4 -0.86665 0.65145 1.64471
N2 -1.88982 1.21712 1.51430
C5 1.58761 0.78578 1.98090
O1 1.57320 1.98987 1.71836
C6 2.81533 0.03715 2.36856
Cl1 4.23450 0.96486 2.49122
C7 2.82228 -1.31700 2.54837
Cl2 4.24643 -2.17367 2.91030
C8 1.57344 -2.13355 2.45277
O2 1.54636 -3.34091 2.67364
C9 0.91130 -0.44317 -1.26693
N3 -0.33908 0.23939 -1.16361
C10 -1.54642 -0.54131 -1.30924
C11 -2.53572 0.08754 -2.27782
O3 -2.62712 1.49565 -2.10279
C12 -1.39071 2.17036 -2.29455
C13 -0.31976 1.67196 -1.33787
H1 1.60809 0.15952 -1.86059
H2 1.37144 -0.58563 -0.28056
H3 0.75046 -1.44259 -1.68615
H4 -1.26593 -1.53926 -1.66159
H5 -2.02884 -0.63522 -0.32609
H6 -2.19564 -0.16259 -3.30038
H7 -3.55763 -0.27542 -2.09504
H8 -1.00931 2.02421 -3.32225
H9 -1.63233 3.22434 -2.10044
H10 -0.47915 2.15598 -0.36673
H11 0.67681 1.94691 -1.69606

Löwdin population analysis, charges in e, atoms 1 to 5: number 1, N, carries 0.22; number 2, C, carries -0.14; number 3, C, carries -0.08; number 4, C, carries -0.09; number 5, C, carries -0.16